## i
Below is the molecule C3H6N4O, with properties calculated with wB97M-V/def2-TZVPD.

XYZ file:
```
14
C3H6N4O wB97M-V/def2-TZVPD
H -0.30 -0.05 2.14
N -1.03 0.64 1.94
C -1.40 0.70 0.74
C -1.23 -0.39 -0.40
N -2.18 -0.77 -1.13
H -1.88 -1.41 -1.87
C 0.22 -0.51 -0.73
O 0.73 -1.55 -1.09
N 0.96 0.50 -0.11
N 2.31 0.27 0.21
H -2.17 1.41 0.47
H 0.70 1.48 -0.03
H 2.88 0.39 -0.63
H 2.38 -0.71 0.48
```

As for the LUMO energy: -0.234 eV. For the HOMO-LUMO gap, the calculation gives 0.348 Eh. The calculation puts the HOMO energy at -9.710 eV. As for the structure (SMILES): [H]/N=C\C(=N\[H])C(=O)NN. The net charge is 0.

Atom charges from the natural (NBO) analysis, given in e for atoms 1 to 6: 0.34, -0.55, 0.07, 0.14, -0.53, 0.36

## ii
Below is the molecule C3H6N4O, with properties calculated with wB97M-V/def2-TZVPD.

XYZ file:
```
14
C3H6N4O wB97M-V/def2-TZVPD
H 0.45 2.31 0.24
N -0.40 1.91 -0.12
C -0.23 0.65 -0.24
C 0.84 -0.35 -0.13
N 2.10 0.28 0.14
C 0.29 -1.57 -0.11
N -1.17 -1.40 -0.14
N -1.42 -0.11 -0.57
O -2.46 0.30 0.31
H 2.93 -0.33 0.38
H 2.28 1.00 -0.53
H 0.67 -2.56 0.04
H -1.65 -1.54 0.82
H -2.22 1.40 -0.08
```

As for the LUMO energy: 0.648 eV. For the HOMO-LUMO gap, the calculation gives 0.324 Eh. The calculation puts the HOMO energy at -8.159 eV. As for the structure (SMILES): [H]/N=c1\c(N)c[nH]n1O. The net charge is 0.

Atom charges from the natural (NBO) analysis, given in e for atoms 1 to 6: 0.37, -0.72, 0.38, 0.02, -0.82, -0.04

## iii
Below is the molecule C3H6N4O, with properties calculated with wB97M-V/def2-TZVPD.

XYZ file:
```
14
C3H6N4O wB97M-V/def2-TZVPD
H -0.05 -0.50 2.31
N 0.46 -1.14 1.77
C 0.36 -0.82 0.57
N 1.23 -1.17 -0.45
O 0.60 -1.52 -1.71
C 0.23 -0.17 -2.04
N -0.27 0.70 -1.26
N -0.51 0.32 0.05
C -0.98 1.42 0.91
H 1.78 -2.14 -0.26
H 0.37 0.03 -3.09
H -0.05 2.34 0.98
H -1.86 1.80 0.18
H -1.31 0.85 2.03
```

As for the LUMO energy: 0.875 eV. For the HOMO-LUMO gap, the calculation gives 0.357 Eh. The calculation puts the HOMO energy at -8.835 eV. As for the structure (SMILES): [H]/N=C1/NOC=NN1C. The net charge is 0.

Atom charges from the natural (NBO) analysis, given in e for atoms 1 to 6: 0.35, -0.67, 0.54, -0.36, -0.37, 0.31

## iv
Below is the molecule C3H6N4O, with properties calculated with wB97M-V/def2-TZVPD.

XYZ file:
```
14
C3H6N4O wB97M-V/def2-TZVPD
N -2.90 -0.20 0.08
N -1.68 -0.99 -0.08
C -0.69 -0.34 -0.08
C -0.38 0.96 0.10
C 1.01 1.18 -0.04
N 1.59 -0.08 -0.35
N 2.88 -0.65 0.09
O 0.59 -1.00 -0.02
H -3.31 0.32 -0.73
H -3.54 -0.94 0.43
H -0.93 1.96 -0.14
H 1.41 2.32 0.21
H 2.95 -0.99 1.16
H 3.00 -1.56 -0.63
```

As for the LUMO energy: 0.469 eV. For the HOMO-LUMO gap, the calculation gives 0.312 Eh. The calculation puts the HOMO energy at -8.009 eV. As for the structure (SMILES): N/N=c1\ccn(N)o1. The net charge is 0.

Atom charges from the natural (NBO) analysis, given in e for atoms 1 to 6: -0.72, -0.31, 0.43, -0.39, 0.02, 0.00

Most stable = i